1.
C45H38BrCl2F4N6O3PSSeSr | ωB97M-V with the def2-TZVPD basis set

Summary:
* electronic energy: -9357.55224 Eh
* HOMO: -6.912 eV
* orbital gap: 6.85 eV
* relative energy (zero: lowest compared OMol25 entry of this formula, charge and spin): 0.238 eV
* LUMO level: -0.002 Eh
* multiplicity: 1

Each line ends with the Mulliken charge.
Element x y z (Å)
Sr -0.23 1.18 -0.65  1.96
Cl 2.12 -2.04 -6.30  -0.23
C 1.32 -0.69 -5.55  0.14
C 0.43 -0.94 -4.52  -0.87
C -0.18 0.10 -3.83  -0.61
N -0.93 -0.09 -2.65  -0.15
C -1.71 -1.16 -2.52  -0.40
O -1.88 -2.13 -3.28  -0.78
C -2.56 -1.15 -1.24  0.13
C -3.56 -2.11 -1.11  -0.57
C -4.41 -2.07 -0.02  -0.81
C -4.22 -1.09 0.94  -0.60
C -3.18 -0.20 0.76  -0.77
N -2.37 -0.21 -0.30  0.67
C 0.04 1.43 -4.28  1.24
C 0.92 1.66 -5.33  -0.12
C 1.57 0.61 -5.95  -0.30
Cl 2.71 0.97 -7.22  -0.21
N -0.72 2.49 -3.73  -0.62
C -0.35 3.06 -2.64  -0.63
O 0.70 2.86 -1.91  -0.78
C -1.42 3.92 -2.00  0.85
C -2.01 5.01 -2.61  -0.90
C -3.02 5.68 -1.94  -0.42
C -3.42 5.21 -0.69  -0.89
C -2.79 4.10 -0.17  -0.38
N -1.80 3.46 -0.80  0.50
H 0.23 -1.95 -4.22  1.03
H -3.65 -2.85 -1.90  0.56
H -5.21 -2.79 0.08  0.43
H -4.86 -1.01 1.81  0.47
H -2.97 0.56 1.51  0.50
H 1.08 2.67 -5.67  0.48
H -1.69 5.31 -3.60  0.55
H -3.49 6.55 -2.38  0.42
H -4.21 5.70 -0.13  0.42
H -3.08 3.69 0.79  0.51
F 5.08 -2.30 4.24  -0.31
C 4.42 -2.09 3.11  0.63
C 3.90 -3.15 2.40  0.28
F 4.06 -4.39 2.86  -0.31
C 3.22 -2.92 1.21  0.27
F 2.78 -4.01 0.58  -0.39
C 3.02 -1.65 0.71  0.08
P 1.99 -1.21 -0.76  0.98
C 3.27 -0.91 -2.03  0.10
C 4.35 -1.77 -2.20  -0.19
C 5.27 -1.53 -3.21  -0.77
C 5.11 -0.43 -4.05  -0.79
C 4.04 0.43 -3.87  -0.82
C 3.12 0.20 -2.86  -0.56
C 1.16 -2.75 -1.27  0.95
C 0.07 -3.17 -0.50  0.32
C -0.65 -4.29 -0.88  0.08
C -0.32 -4.98 -2.03  -1.04
C 0.74 -4.55 -2.81  -0.62
C 1.48 -3.44 -2.43  -1.01
C 3.59 -0.59 1.43  -0.32
Br 3.52 1.18 0.80  -0.13
C 4.28 -0.81 2.61  0.36
F 4.82 0.20 3.29  -0.36
H 4.47 -2.63 -1.56  0.36
H 6.11 -2.20 -3.35  0.43
H 5.82 -0.25 -4.85  0.40
H 3.91 1.28 -4.53  0.64
H 2.28 0.87 -2.73  1.09
H -0.21 -2.60 0.38  -0.27
H -1.49 -4.61 -0.28  0.31
H -0.90 -5.84 -2.33  0.37
H 0.99 -5.07 -3.73  0.41
H 2.30 -3.11 -3.06  0.28
C 1.40 5.56 2.19  -1.18
C 1.54 4.05 2.03  -0.30
S -0.02 3.18 2.31  0.36
O 0.13 1.82 1.66  -0.74
C 0.09 2.79 4.06  0.08
C -0.02 3.99 4.99  -1.26
H 2.33 6.04 1.89  0.40
H 1.18 5.85 3.21  0.27
H 0.60 5.94 1.54  0.27
H 2.31 3.61 2.66  0.45
H 1.76 3.80 0.99  0.17
H 1.02 2.23 4.19  0.34
H -0.73 2.08 4.19  -0.08
H 0.90 4.58 4.99  0.28
H -0.19 3.65 6.01  0.40
H -0.85 4.64 4.71  0.33
C -3.05 -0.10 5.35  -1.03
N -3.23 -1.34 4.64  0.29
C -4.34 -2.17 4.73  -0.60
C -4.12 -3.21 3.91  -0.45
N -2.88 -3.02 3.33  0.48
C -2.29 -3.92 2.35  -0.84
C -2.32 -1.87 3.77  -0.34
Se -0.71 -1.12 3.29  -0.18
H -3.61 -0.14 6.28  0.37
H -3.41 0.75 4.75  0.28
H -1.99 0.04 5.56  0.38
H -5.16 -1.94 5.38  0.47
H -4.72 -4.08 3.70  0.48
H -2.20 -4.92 2.77  0.31
H -1.31 -3.54 2.10  0.01
H -2.92 -3.95 1.46  0.36

---

2.
C45H39Co2NO5P | ωB97M-V with the def2-TZVPD basis set

Summary:
* electronic energy: -5275.90742 Eh
* HOMO: -3.143 eV
* orbital gap: 5.66 eV
* relative energy (zero: lowest compared OMol25 entry of this formula, charge and spin): 0.000 eV
* LUMO level: 0.092 Eh
* charge: -1
* multiplicity: 1

Each line ends with the Mulliken charge.
Element x y z (Å)
C 0.92 3.68 2.15  -0.74
C 1.12 2.82 0.91  -0.81
C 0.12 1.66 0.76  -0.40
N -0.47 1.14 1.97  0.38
C -1.26 0.02 1.86  -0.25
C -1.33 -0.75 0.73  0.59
C -2.04 -0.39 3.08  0.44
C -1.72 -1.60 3.70  -0.01
C -2.32 -1.94 4.91  -0.79
C -3.31 -1.11 5.46  -0.41
C -3.72 0.04 4.77  -0.87
C -3.09 0.40 3.58  -0.02
C -0.37 1.83 3.26  -0.57
C 0.79 2.80 3.38  -0.86
H 1.77 4.35 2.26  0.34
H 0.02 4.30 2.04  0.32
H 1.06 3.43 0.01  0.35
H 2.13 2.39 0.93  0.31
H -0.69 1.99 0.07  0.35
H 0.63 0.84 0.24  0.18
H -1.80 -1.71 0.84  -0.92
H -1.17 -0.28 -0.24  -0.20
H -0.97 -2.25 3.23  0.39
H -2.02 -2.85 5.42  0.37
H -3.77 -1.37 6.41  0.35
H -4.52 0.67 5.17  0.37
H -3.40 1.29 3.03  0.56
H -1.31 2.37 3.46  0.38
H -0.27 1.08 4.06  0.25
H 1.72 2.23 3.53  0.35
H 0.63 3.40 4.27  0.37
O 1.22 -1.93 -0.62  -0.48
C 0.36 -2.11 -1.37  -0.05
Co -0.91 -2.43 -2.56  -0.07
C -1.99 -1.02 -2.54  -0.22
O -2.56 -0.02 -2.37  -0.45
C 0.37 -2.17 -3.73  0.99
O 1.33 -1.94 -4.33  -0.53
C -1.73 -4.04 -2.57  0.33
C -1.78 -3.41 -1.36  -0.67
C -2.07 -3.37 -0.02  0.00
C -3.43 -3.19 0.47  0.22
C -3.74 -3.56 1.80  -0.37
C -4.83 -2.99 2.44  -0.40
C -5.66 -2.10 1.75  -0.50
C -5.43 -1.83 0.39  -0.81
C -4.36 -2.41 -0.26  -0.10
Co -2.60 -3.30 -4.16  0.70
C -3.83 -2.10 -4.20  0.16
O -4.70 -1.33 -4.28  -0.51
C -3.43 -4.79 -4.47  -0.20
O -3.98 -5.79 -4.70  -0.52
P -1.66 -3.11 -6.05  1.63
C -1.00 -1.49 -6.61  0.17
C -0.51 -1.32 -7.91  -0.38
C -0.03 -0.08 -8.34  -0.73
C -0.05 1.01 -7.46  -0.56
C -0.58 0.87 -6.18  -0.60
C -1.07 -0.38 -5.76  -0.46
C -0.27 -4.28 -6.28  0.30
C 1.02 -3.87 -6.64  -0.48
C 2.04 -4.82 -6.82  -0.73
C 1.78 -6.18 -6.63  -0.57
C 0.49 -6.60 -6.26  -0.69
C -0.52 -5.65 -6.09  -0.41
C -2.69 -3.49 -7.53  0.53
C -2.30 -4.41 -8.52  -0.14
C -3.08 -4.58 -9.68  -0.65
C -4.25 -3.83 -9.85  -0.52
C -4.65 -2.93 -8.86  -0.74
C -3.88 -2.76 -7.71  -0.57
H -1.41 -5.08 -2.74  0.69
H -1.32 -3.76 0.68  0.23
H -3.07 -4.25 2.32  0.37
H -5.02 -3.22 3.49  0.41
H -6.49 -1.62 2.27  0.35
H -6.09 -1.15 -0.15  0.41
H -4.16 -2.22 -1.32  0.29
H -0.50 -2.17 -8.60  0.51
H 0.37 0.03 -9.35  0.38
H 0.34 1.98 -7.78  0.36
H -0.61 1.71 -5.49  0.44
H -1.52 -0.47 -4.77  0.25
H 1.23 -2.82 -6.81  0.39
H 3.03 -4.48 -7.10  0.39
H 2.57 -6.91 -6.78  0.35
H 0.28 -7.65 -6.11  0.41
H -1.53 -5.99 -5.81  0.32
H -1.39 -4.99 -8.41  0.29
H -2.76 -5.29 -10.44  0.39
H -4.85 -3.96 -10.76  0.35
H -5.56 -2.34 -8.99  0.39
H -4.19 -2.04 -6.95  0.28

---

3.
C45H39MoN5O3STe | ωB97M-V with the def2-TZVPD basis set

Summary:
* electronic energy: -2971.93060 Eh
* HOMO (spin up / spin down): -9.562 / -9.563 eV
* orbital gap (spin up / spin down): 5.99 / 5.24 eV
* relative energy (zero: lowest compared OMol25 entry of this formula, charge and spin): 0.091 eV
* LUMO level (spin up / spin down): -0.131 / -0.159 Eh
* charge: +1
* multiplicity: 4

Each line ends with the Löwdin spin population.
Element x y z (Å)
Mo 0.75 1.94 0.21  2.57
O -3.87 4.76 1.41  0.00
C -2.88 5.48 1.96  0.00
C -3.25 6.55 2.77  0.00
C -2.30 7.34 3.38  0.00
C -0.93 7.07 3.20  0.00
C -0.55 6.01 2.41  0.00
C -1.51 5.20 1.78  0.00
C -1.02 4.08 0.97  0.01
O 0.25 3.87 0.85  0.05
N -1.91 3.27 0.40  0.00
N -1.21 2.38 -0.36  -0.03
C -1.64 1.96 -1.49  0.10
C -0.58 1.65 -2.46  0.02
C -0.86 1.30 -3.77  0.02
C 0.18 1.35 -4.69  0.02
C 1.43 1.77 -4.28  0.01
C 1.64 2.06 -2.94  0.03
N 0.66 2.00 -2.04  0.02
H -3.48 4.04 0.87  0.00
H -4.31 6.75 2.89  0.00
H -2.61 8.17 3.99  0.00
H -0.19 7.69 3.68  0.00
H 0.49 5.79 2.26  0.00
H -2.67 2.08 -1.80  0.00
H -1.86 1.01 -4.06  0.00
H 0.00 1.09 -5.73  0.00
H 2.25 1.86 -4.98  0.00
H 2.62 2.34 -2.58  0.00
S 3.21 -1.38 3.41  0.00
C 3.73 -2.20 2.02  0.00
C 3.20 -1.69 0.89  0.00
C 2.36 -0.56 1.13  0.01
C 2.26 -0.27 2.47  0.00
C 1.37 0.65 3.13  0.01
C 1.32 0.70 4.53  0.00
C 0.34 1.40 5.18  0.01
C -0.63 2.04 4.41  0.00
C -0.49 2.02 3.05  0.01
N 0.51 1.40 2.40  0.01
H 4.39 -3.05 2.11  0.00
H 3.38 -2.10 -0.10  0.00
H 2.06 0.15 5.11  0.00
H 0.30 1.42 6.26  0.00
H -1.47 2.56 4.86  0.00
H -1.24 2.51 2.44  0.00
C -4.77 -6.22 -3.84  0.00
C -3.88 -5.16 -3.25  0.00
C -4.00 -4.77 -1.93  0.00
C -3.19 -3.79 -1.37  0.00
C -3.40 -3.42 0.08  0.00
C -2.19 -3.21 -2.16  0.00
Te -0.88 -1.76 -1.33  0.01
N 1.78 0.15 0.06  0.03
C 2.69 0.13 -1.03  0.02
O 2.44 -0.38 -2.10  0.00
C 3.97 0.89 -0.81  0.01
C 5.10 0.51 -1.53  0.00
C 6.27 1.23 -1.40  0.00
C 6.32 2.35 -0.57  0.00
C 5.19 2.74 0.13  0.00
C 4.02 2.00 0.02  0.03
C -0.14 -2.93 0.27  0.00
C 0.53 -4.11 -0.08  0.00
C 1.03 -4.95 0.90  0.00
C 0.88 -4.61 2.24  0.00
C 0.22 -3.44 2.58  0.00
C -0.31 -2.59 1.61  0.00
C -1.11 -1.40 2.06  0.00
C -2.04 -3.58 -3.50  0.00
C -1.03 -3.00 -4.46  0.00
C -2.90 -4.55 -4.02  0.00
H -5.49 -6.59 -3.11  0.00
H -4.19 -7.07 -4.20  0.00
H -5.33 -5.83 -4.69  0.00
H -4.77 -5.22 -1.31  0.00
H -4.40 -3.68 0.40  0.00
H -3.25 -2.35 0.23  0.00
H -2.69 -3.93 0.73  0.00
H 5.04 -0.35 -2.19  0.00
H 7.16 0.93 -1.95  0.00
H 7.24 2.91 -0.48  0.00
H 5.22 3.62 0.76  0.00
H 3.15 2.34 0.59  0.02
H 0.65 -4.36 -1.12  0.00
H 1.53 -5.87 0.62  0.00
H 1.27 -5.26 3.01  0.00
H 0.10 -3.18 3.62  0.00
H -0.78 -1.07 3.05  0.00
H -2.17 -1.65 2.13  0.00
H -1.02 -0.56 1.38  0.00
H -0.34 -2.30 -3.99  0.00
H -1.53 -2.49 -5.28  0.00
H -0.43 -3.80 -4.90  0.00
H -2.79 -4.84 -5.06  0.00